(1)
{"formula": "C6H12O2", "method": "ωB97M-V with the def2-TZVPD basis set", "de_lowest_kj_mol": 705.0, "total_charge": 0, "symbols": ["C", "H", "H", "H", "H", "H", "C", "C", "H", "H", "H", "C", "H", "C", "H", "C", "H", "H", "O", "O"], "positions_angstrom": [[0.27252, 0.80611, 0.20856], [-0.23908, 1.05130, 2.25837], [1.47114, 1.19188, 1.85013], [-1.40348, -1.70459, 1.21541], [-1.90290, -1.92388, -1.17484], [3.89354, -0.09706, -1.20214], [-2.42691, -0.97624, -1.01658], [-1.78646, -0.17855, 0.09319], [0.09821, -0.37245, -1.72832], [-2.41779, -0.42342, -1.95719], [3.41369, 0.10904, 0.47197], [0.45989, 1.42163, 1.50439], [2.56706, -1.08196, -0.54063], [3.00531, -0.05920, -0.54742], [-3.46792, -1.20257, -0.76016], [0.07234, 0.06807, -0.75741], [0.33879, 2.50666, 1.47628], [-2.24677, 0.79675, 0.22887], [2.07344, 0.88666, -0.94171], [-1.77462, -0.81818, 1.31922]], "mulliken_charge": [0.26, 0.36, 0.28, 0.35, 0.40, 0.25, -1.47, 0.06, 0.58, 0.37, 0.17, -1.24, 0.22, -0.60, 0.35, 0.14, 0.28, 0.43, -0.70, -0.49]}



(2)
{"formula": "C32H54BN4O11S", "method": "ωB97M-V with the def2-TZVPD basis set", "total_charge": 1, "symbols": ["H", "N", "H", "H", "H", "C", "C", "H", "C", "O", "C", "H", "H", "H", "B", "H", "H", "C", "H", "O", "H", "C", "H", "H", "H", "C", "C", "O", "H", "C", "C", "O", "H", "C", "H", "C", "H", "H", "H", "C", "C", "C", "C", "H", "C", "S", "H", "O", "H", "O", "H", "H", "H", "H", "H", "H", "H", "H", "O", "N", "C", "H", "N", "H", "H", "C", "H", "O", "C", "H", "C", "H", "H", "H", "C", "H", "C", "C", "H", "H", "H", "O", "C", "O", "C", "N", "C", "H", "H", "H", "H", "C", "C", "C", "H", "H", "H", "C", "H", "H", "C", "O", "H"], "positions_angstrom": [[-1.51566, -9.76449, -0.95929], [-4.61480, 0.53792, 0.86196], [-0.42415, -2.18312, -1.66670], [0.18326, 9.72469, -3.02147], [4.88488, -0.97842, 1.72799], [-2.36917, -3.30750, -0.46683], [-2.88230, 8.81595, -4.15256], [-3.44448, 5.71036, 0.80155], [3.01725, -0.08519, 1.06792], [3.83504, 1.11918, -1.87329], [3.66735, 2.62703, 2.96469], [-5.81153, 2.44541, -0.61259], [1.34749, -0.81888, -2.95194], [-3.44142, -8.89464, 2.50026], [4.16179, -0.10392, -1.24105], [3.13664, 0.34105, 3.97916], [-2.74087, 1.78460, 2.33363], [-4.70751, 4.17112, 0.00833], [1.27732, -1.81694, -0.52559], [2.65397, 3.94941, 0.78269], [5.91000, 3.81012, 0.78000], [-3.29289, 2.44674, 1.67934], [0.49180, -8.89686, -0.49109], [-2.89492, -1.13080, -0.27521], [-1.28231, -1.03081, -2.75479], [0.07959, -6.99425, 0.50902], [-1.59690, 9.34561, -4.16087], [5.44790, -0.65697, -1.36961], [-1.61210, -2.70250, 1.47118], [-0.81793, 9.31355, -3.00978], [-1.24349, -3.33543, 0.62277], [4.29649, 5.13521, 2.11814], [1.01114, -6.74938, -0.06472], [-3.68953, 4.66065, 0.81922], [6.33049, -2.09589, -2.56969], [3.87765, -0.79102, 2.17281], [-1.20099, 9.78641, -5.06802], [4.53829, -2.09780, -2.60777], [-1.66247, -8.82891, 2.56813], [-5.01987, 2.81814, 0.02357], [-2.98563, 3.80009, 1.65540], [-2.61291, 8.23901, -1.84365], [-2.50381, -1.84722, -1.04914], [-1.18805, 0.81445, -1.35074], [1.13765, 1.06207, 0.48824], [3.91181, 3.80207, 1.56968], [3.53106, 0.90425, 0.89545], [-4.28222, 7.20862, -0.64655], [4.75919, -0.40982, 4.10867], [-3.98037, -0.17763, 1.61706], [0.37818, -6.87615, 1.58191], [3.24851, 0.91571, -2.60892], [0.14295, -4.75074, 1.54765], [1.75151, 1.97546, 0.29567], [0.15988, 1.41613, 0.89184], [3.68326, 3.26166, 3.88216], [3.43593, -1.76265, 2.49656], [-2.19826, -3.99566, -1.32063], [-2.46231, 7.70193, 0.38296], [1.69909, -0.98669, -0.96279], [5.42296, -1.98416, -1.94463], [-2.19511, 4.18590, 2.28705], [-3.15841, 7.67399, -0.61158], [-0.71348, 8.74093, -0.95087], [5.42332, 1.43784, 2.16476], [0.84410, 0.22780, -0.83722], [-3.48493, 8.84199, -5.05139], [-2.57525, -9.38323, 0.72239], [4.76635, 1.49886, 3.05841], [-2.60736, -7.50701, 1.75103], [-0.91938, -4.75910, 1.21037], [-1.58275, -5.04417, 2.06102], [-3.25651, -1.87548, -1.87016], [-0.69977, -5.46650, -0.85283], [4.07053, 0.13381, 3.41564], [2.65293, 2.16644, 2.94238], [-4.30555, 1.96611, 0.85705], [-3.39600, 8.25706, -2.99116], [1.11070, 0.92142, -1.67137], [-4.39708, 7.84751, -2.99298], [-2.04654, -6.26276, 0.11760], [-5.47930, 0.14022, 0.11142], [-2.53685, -8.60703, 1.90855], [5.11265, 3.30267, 0.55360], [3.06154, -0.84757, -0.31104], [1.95037, -1.36565, -2.33145], [-1.14355, -1.33315, -1.68943], [5.42229, 1.76003, 3.92077], [-3.32592, -3.51830, 0.07013], [-2.15418, -8.11233, -0.90101], [-0.27244, -2.88118, 0.30374], [-0.70040, -0.06511, -0.86401], [-0.24378, -8.51601, 0.26231], [-1.65908, -8.88990, -0.27694], [1.61424, -2.32313, -2.46249], [5.42906, -2.74650, -1.12966], [3.40377, -1.89229, -0.09664], [-0.99370, -5.92560, 0.11840], [-1.08265, -0.13969, 0.18044], [0.01425, -9.07186, 1.19525], [-1.32482, 8.75899, -1.84318], [1.70186, 0.23671, 1.52487], [-5.25461, 4.84506, -0.63749]], "mulliken_charge": [0.33, 1.02, 0.02, 0.38, 0.37, -0.91, -0.50, 0.40, 0.97, -0.56, -0.70, 0.47, 0.30, 0.30, 1.08, 0.32, 0.54, -0.44, 0.16, -0.62, 0.34, -0.08, 0.39, -0.52, 0.37, -0.82, -0.39, -0.51, 0.25, -0.48, 0.72, -0.67, 0.25, -0.10, 0.26, -0.78, 0.38, 0.23, 0.22, -0.52, -0.85, 0.15, -0.21, 0.29, -0.77, 1.18, -0.70, -0.61, 0.44, -0.60, 0.33, 0.33, 0.42, 0.05, 0.59, 0.50, 0.44, 0.28, -0.62, 0.78, -0.66, 0.44, 1.05, 0.45, 0.40, 0.04, 0.37, -0.40, -0.60, 0.14, -1.08, 0.27, 0.61, 0.26, -0.96, 0.34, -0.06, -0.28, 0.51, 0.43, 0.47, -0.61, -0.52, -0.46, -0.69, -0.50, -0.14, 0.41, 0.47, 0.29, -0.76, -1.05, -0.76, -0.47, 0.28, 0.24, 0.20, -0.09, 0.68, 0.32, -0.33, -0.57, 0.42]}



(3)
{"formula": "C4H9N2OS", "method": "ωB97M-V with the def2-TZVPD basis set", "smiles": "C[C@H]1[C@H]([NH3+])C(=O)N1S", "de_lowest_kj_mol": 325.5, "total_charge": 1, "symbols": ["C", "H", "N", "H", "H", "O", "C", "H", "H", "C", "C", "S", "N", "H", "H", "H", "H"], "positions_angstrom": [[-0.03790, -0.65430, 0.20699], [1.54467, -2.13126, -0.07203], [-1.40906, -0.03476, -0.09366], [-0.00859, -0.75431, 1.30573], [0.69806, 0.36486, -1.41698], [-1.19129, 2.36914, -0.31153], [-0.88858, 1.19173, -0.38625], [-3.46426, 0.44190, 0.55308], [0.48788, -1.98240, -1.44487], [0.47939, -1.90475, -0.31092], [0.58051, 0.56696, -0.39724], [-2.93084, -0.71372, 0.03345], [1.50294, 1.41537, 0.39774], [1.23594, 0.91162, 1.32416], [2.48335, 1.24688, 0.11517], [1.05338, 2.43077, 0.39793], [-0.13561, -2.76371, 0.09923]], "mulliken_charge": [0.16, 0.35, -0.03, 0.29, 0.40, -0.59, 0.52, 0.19, 0.32, -1.44, -0.49, -0.08, -0.20, 0.46, 0.37, 0.42, 0.36]}



(4)
{"formula": "C4H6O2S", "method": "ωB97M-V with the def2-TZVPD basis set", "smiles": "CO/C=C/OC=S", "de_lowest_kj_mol": 401.3, "total_charge": 0, "symbols": ["H", "C", "C", "H", "H", "S", "H", "O", "C", "H", "O", "H", "C"], "positions_angstrom": [[2.58158, 1.00982, -0.55831], [0.21230, -0.66784, -0.47865], [2.24134, 0.15066, 0.26430], [0.01542, 1.63583, -0.35778], [1.52504, 0.57984, 1.08043], [-4.14199, -0.33381, -0.19308], [-1.88607, -0.44176, 1.22366], [-1.73553, 0.57882, -0.57546], [-0.35033, 0.56874, -0.55227], [-0.51343, -1.65454, -0.26979], [1.47102, -0.89720, -0.53642], [3.15252, -0.49648, 0.64426], [-2.57189, -0.03207, 0.30910]], "mulliken_charge": [0.24, 0.06, -0.61, 0.31, 0.32, -0.26, 0.32, -0.26, -0.22, 0.29, -0.34, 0.24, -0.08]}



Asked for E across the records above, the calculation gives -10505.000, -74040.443, -20147.827, -19171.148 eV in order.
Asked for frontier orbital gap across the records above, the calculation gives 7.60, 8.46, 8.89, 9.00 eV in order.
Asked for max |F| across the records above, the calculation gives 3.68, 5.82, 4.17, 4.46 eV/A in order.